(1)
43
Properties=species:S:1:pos:R:3:forces:R:3:lowdin_charge:R:1 method="wB97M-V/def2-TZVPD" e_tot_ev=-23168.7414 e_homo_ha="-0.40061 / -0.43648" charge=+1 de_lowest_kcal_mol=49.2 s2=3.796 spin_multiplicity=4
C -0.42699 0.38896 -2.25540 0.145 1.853 -5.291 -0.619
C -1.89662 0.54508 -2.49835 -1.400 0.286 -0.621 -0.149
C 0.14392 1.60348 -3.14171 -0.144 0.032 -0.016 -0.080
C -0.09426 -0.72717 -3.24362 0.319 -0.764 -0.626 -0.139
H -0.24274 1.38577 -4.14316 0.308 0.379 0.102 0.085
H 1.22474 1.68404 -3.21114 0.126 -0.274 -0.069 0.073
H -0.19447 2.61384 -2.92089 -0.273 -0.127 0.152 0.069
H -2.03951 0.46664 -3.57466 -0.388 -0.252 -0.018 0.093
H -2.31564 1.51172 -2.25106 0.144 0.072 -0.134 0.071
H -2.46895 -0.22006 -1.99479 -0.435 -0.329 -0.022 0.093
H -0.48857 -0.38883 -4.20558 0.055 -0.522 0.078 0.081
H -0.56612 -1.66837 -3.01109 -0.247 -0.437 0.202 0.092
H 0.95493 -0.92475 -3.42069 0.196 0.228 -0.023 0.076
C -0.53783 1.62284 1.86714 0.221 0.220 0.422 -0.097
C 0.23628 2.20718 0.81387 -0.511 0.441 1.031 -0.143
C -0.55379 2.22049 -0.37132 -1.714 1.467 0.376 -0.261
H 1.21327 2.69695 0.90609 -0.806 -0.266 0.052 0.123
C -1.81934 1.55345 -0.03787 -0.299 1.257 1.345 -0.187
C -1.78933 1.21641 1.34686 0.659 0.505 -0.903 -0.080
H -2.64672 0.76713 1.85796 0.617 0.062 -0.151 0.120
H -0.24302 1.56872 2.92345 0.058 -0.179 -0.754 0.117
H -0.27801 2.80060 -1.24211 -0.433 -0.174 0.393 0.104
H -2.75254 1.46770 -0.58309 0.633 0.150 0.171 0.104
C 1.95721 -1.86101 0.12787 -0.154 0.773 -0.533 -0.060
C 2.38413 -0.83516 0.99629 0.251 0.542 0.287 -0.071
C 2.24856 0.42602 0.31640 1.630 -1.058 0.725 -0.135
H 2.85640 -0.99090 1.98174 -0.719 0.259 -0.566 0.125
C 1.88473 0.16153 -1.04323 1.387 -0.944 -0.867 -0.311
C 1.56457 -1.27151 -1.10691 1.541 -0.633 0.320 -0.178
H 1.39795 -1.90913 -1.97602 0.007 0.620 0.522 0.098
H 1.99754 -2.95060 0.27956 -0.220 0.756 0.146 0.126
H 2.61814 1.38946 0.69601 -0.173 -0.886 -0.303 0.116
H 2.10459 0.83195 -1.86407 0.032 -0.351 0.110 0.112
Tc -0.00802 0.25060 -0.37531 -0.317 -2.505 4.422 1.522
N -0.84535 -1.74085 4.64009 0.431 -0.568 0.424 0.056
C 0.05921 -2.73885 4.30015 0.038 0.978 -1.902 -0.058
C 0.33134 -2.52086 2.94261 -1.340 0.411 1.891 -0.138
N -0.44632 -1.46390 2.48997 0.638 0.319 0.072 0.035
C -1.08888 -0.99460 3.54148 0.334 -0.799 -0.187 -0.226
H -1.24268 -1.57071 5.56026 0.226 -0.165 -0.400 0.163
H 0.45074 -3.48023 4.96518 -0.079 0.000 0.321 0.107
H 1.05207 -3.01467 2.32235 -0.145 -0.244 -0.087 0.071
H -1.69464 -0.10836 3.59673 -0.200 -0.131 -0.092 0.101



(2)
23
Properties=species:S:1:pos:R:3:forces:R:3:lowdin_charge:R:1 method="wB97M-V/def2-TZVPD" e_tot_ev=-10549.9000 e_homo_ha=-0.40435 de_lowest_kcal_mol=13.2
C -0.60467 0.45014 -1.59767 -1.369 0.010 -0.080 -0.113
C 0.34862 1.19456 -0.66675 -0.658 -1.038 0.131 -0.269
C 0.73342 0.31770 0.54656 1.200 1.129 -1.128 -0.269
C 1.77783 1.09933 1.37363 -0.759 -1.318 0.971 -0.107
H -1.45221 0.01842 -1.04798 0.140 0.189 0.189 0.062
H -1.08091 1.07460 -2.36038 0.289 0.215 0.070 0.069
H -0.21295 -0.40642 -2.13766 0.700 0.020 0.081 0.061
H 1.24978 1.44560 -1.22519 0.163 0.146 0.151 0.104
H -0.08645 2.12470 -0.29462 -0.096 0.118 -0.202 0.101
H 1.10192 -0.61200 0.10470 0.349 -0.102 0.370 0.096
H -0.07897 -0.00944 1.18681 -0.288 0.211 -0.071 0.069
H 2.05413 0.44303 2.20700 0.381 0.233 -0.012 0.069
H 2.67419 1.42202 0.85645 -0.034 -0.039 -0.288 0.069
H 1.28976 1.95314 1.84546 0.083 0.218 -0.178 0.068
O -1.80656 -1.93801 1.02634 0.277 -0.030 -0.233 -0.058
H -1.98922 -1.10334 1.46770 -0.338 0.140 -0.018 -0.018
H -2.07934 -2.61288 1.64422 -0.103 -0.249 0.208 0.031
O 2.48756 -1.48613 -2.52625 0.115 0.035 -0.535 -0.040
H 2.41213 -1.13642 -1.64727 -0.033 0.444 0.653 0.000
H 2.29484 -2.41295 -2.40625 -0.085 -0.469 -0.112 0.034
O -2.56836 0.79096 1.62822 0.500 -0.041 0.066 -0.037
H -3.14162 1.55469 1.64638 -0.343 0.188 0.013 0.051
H -1.68371 1.15885 1.50542 -0.090 -0.011 -0.047 0.028



(3)
10
Properties=species:S:1:pos:R:3:forces:R:3:lowdin_charge:R:1 method="wB97M-V/def2-TZVPD" e_tot_ev=-6726.4159 e_homo_ha=-0.33168 de_lowest_kcal_mol=72.8
C -0.26149 -0.58534 0.00441 -4.561 -4.128 -5.505 -0.361
C -0.62875 0.85442 -0.45629 1.634 -3.526 -2.296 -0.166
C 0.82144 -0.16649 0.85600 1.580 2.847 3.532 -0.098
H -0.34453 0.70505 -1.56166 -1.536 0.962 1.112 0.149
H -1.46955 1.38636 -0.16671 -1.834 0.655 0.065 0.093
H 0.35050 2.07533 0.89557 1.229 -3.318 -1.883 0.180
H 0.65555 -0.03771 2.00228 -0.383 -0.723 -1.836 0.149
H 1.87228 -0.51776 0.82223 -0.784 -0.205 -0.707 0.122
N 0.55251 1.17766 0.20683 3.008 5.376 4.048 -0.112
O -0.56487 -1.55881 -0.73304 1.646 2.060 3.471 0.044